1.
DFT (ωB97M-V with the def2-TZVPD basis set) results for CaI3 as an isolated structure.

The geometry in XYZ format:
```
4
Properties=species:S:1:pos:R:3:forces:R:3
Ca -0.169 -0.235 -0.303 0.135 0.108 0.666
I 1.979 0.830 1.400 0.024 -0.027 -0.141
I -0.020 0.914 -2.968 -0.119 -0.076 -0.154
I -1.790 -1.509 1.871 -0.039 -0.004 -0.371
```
Positions in Å, forces in eV/Å.

The spin multiplicity is 1. Its net charge is -1. Its relative energy (zero: lowest compared OMol25 entry of this formula, charge and spin) is 0.0 kcal per mole. The orbital gap comes out at 0.2866 Ha.

Listed below, in e, are the natural (NBO) charges computed for each atom: number 1, Ca, carries 1.65; number 2, I, carries -0.88; number 3, I, carries -0.88; number 4, I, carries -0.89

=====

2.
DFT (ωB97M-V with the def2-TZVPD basis set) results for CaIZn2 as an isolated structure.

The geometry in XYZ format:
```
4
Properties=species:S:1:pos:R:3:forces:R:3
Ca -0.540 -0.283 3.348 -0.349 -0.219 1.834
Zn -1.032 1.043 -2.190 -0.163 0.128 -0.062
Zn 1.682 -0.966 -1.592 0.020 0.019 0.056
I -0.111 0.206 0.435 0.491 0.072 -1.828
```
Positions in Å, forces in eV/Å.

The spin multiplicity is 2. Its net charge is +4. Its expectation value of S² is 0.76. The orbital gap (alpha / beta) comes out at 0.1923 / 0.2633 Ha.

Listed below, in e, are the natural (NBO) charges computed for each atom: number 1, Ca, carries 1.96; number 2, Zn, carries 1.30; number 3, Zn, carries 1.29; number 4, I, carries -0.56

=====

3.
DFT (ωB97M-V with the def2-TZVPD basis set) results for Cd2H10O6 as an isolated structure.

The geometry in XYZ format:
```
18
Properties=species:S:1:pos:R:3:forces:R:3
Cd 1.385 1.999 -2.750 -0.454 -1.754 1.623
Cd 0.938 -1.400 -0.239 -0.260 1.327 -0.333
O 2.008 -0.985 -2.987 -0.443 1.849 1.644
H 2.125 -1.327 -3.895 -0.535 -0.006 0.457
O 0.280 1.579 -0.061 0.680 -0.801 -1.995
H 0.079 2.345 0.511 0.471 -0.260 -0.352
O 3.497 -0.293 1.217 -0.848 -0.607 -0.566
H 3.910 0.565 1.127 0.116 0.361 -0.168
H 3.508 -0.467 2.159 0.064 -0.159 0.416
O -2.033 -1.896 -1.160 1.105 0.093 0.206
H -2.896 -1.822 -0.752 -0.282 0.012 0.379
H -2.188 -1.709 -2.086 -0.027 -0.032 -0.407
O -0.310 -1.737 2.529 0.512 0.049 -1.055
H -1.024 -2.331 2.759 -0.289 -0.362 -0.043
H -0.199 -1.184 3.303 0.179 0.357 0.236
O -3.088 3.271 0.153 0.150 0.187 -0.048
H -3.744 2.578 0.084 -0.316 -0.101 0.022
H -2.249 2.815 0.088 0.175 -0.152 -0.015
```
Positions in Å, forces in eV/Å.

The spin multiplicity is 1. Its net charge is +2. Its relative energy (zero: lowest compared OMol25 entry of this formula, charge and spin) is 184.9 kcal per mole. The orbital gap comes out at 0.1676 Ha.

Listed below, in e, are the natural (NBO) charges computed for each atom: number 1, Cd, carries 1.50; number 2, Cd, carries 1.81; number 3, O, carries -1.17; number 4, H, carries 0.48; number 5, O, carries -1.16; number 6, H, carries 0.47; number 7, O, carries -0.97; number 8, H, carries 0.50; number 9, H, carries 0.50; number 10, O, carries -0.98; number 11, H, carries 0.51; number 12, H, carries 0.50; number 13, O, carries -0.99; number 14, H, carries 0.51; number 15, H, carries 0.51; number 16, O, carries -0.92; number 17, H, carries 0.47; number 18, H, carries 0.45

=====

4.
DFT (ωB97M-V with the def2-TZVPD basis set) results for Cd2H16O9 as an isolated structure.

The geometry in XYZ format:
```
27
Properties=species:S:1:pos:R:3:forces:R:3
Cd 0.390 1.587 1.256 1.934 0.500 1.412
Cd -1.530 -1.139 -0.227 -1.582 -2.359 -1.522
O 0.074 -0.052 0.140 3.481 -0.129 -0.483
H 0.766 -0.226 -0.527 -0.405 0.041 0.205
O -2.681 0.467 -0.423 -1.289 -0.035 0.869
H -3.538 0.072 -0.169 -0.021 1.142 -0.351
O 1.579 -1.925 2.132 -0.087 -0.226 0.138
H 0.712 -1.731 1.775 -0.113 0.192 -0.189
H 2.063 -1.104 2.046 0.328 0.075 0.048
O -0.340 -2.991 -0.415 -0.548 -0.231 0.628
H -0.305 -3.445 0.427 0.082 -0.658 0.301
H 0.488 -3.214 -0.842 0.405 0.134 -0.514
O 2.575 -0.485 -1.793 -0.825 0.130 0.206
H 2.661 -0.477 -0.840 0.564 -0.306 0.314
H 3.076 0.275 -2.086 0.419 0.085 -0.376
O -0.874 0.812 2.843 0.134 -0.100 0.734
H -1.571 0.194 2.625 -0.557 -0.063 -0.194
H -0.460 0.443 3.622 0.147 -0.117 0.716
O -1.236 2.550 0.593 -1.528 2.223 -0.442
H -1.787 1.888 0.175 -1.343 -1.381 -0.882
H -1.827 3.286 0.753 -0.083 0.501 0.293
O 1.229 2.566 -0.505 0.848 0.131 -0.424
H 0.833 3.247 -1.049 -0.472 0.485 -0.026
H 2.011 2.297 -0.988 0.440 -0.064 -0.095
O -0.922 -1.093 -2.505 0.174 0.057 0.102
H -0.838 -1.571 -3.330 -0.124 -0.419 -0.292
H -0.548 -0.231 -2.688 0.020 0.394 -0.176
```
Positions in Å, forces in eV/Å.

The spin multiplicity is 1. Its net charge is +2. Its relative energy (zero: lowest compared OMol25 entry of this formula, charge and spin) is 25.0 kcal per mole. The orbital gap comes out at 0.3327 Ha.

Listed below, in e, are the natural (NBO) charges computed for each atom: number 1, Cd, carries 1.80; number 2, Cd, carries 1.71; number 3, O, carries -1.41; number 4, H, carries 0.50; number 5, O, carries -1.25; number 6, H, carries 0.48; number 7, O, carries -0.91; number 8, H, carries 0.45; number 9, H, carries 0.46; number 10, O, carries -0.99; number 11, H, carries 0.51; number 12, H, carries 0.54; number 13, O, carries -0.93; number 14, H, carries 0.46; number 15, H, carries 0.48; number 16, O, carries -0.99; number 17, H, carries 0.52; number 18, H, carries 0.52; number 19, O, carries -1.07; number 20, H, carries 0.54; number 21, H, carries 0.54; number 22, O, carries -1.01; number 23, H, carries 0.53; number 24, H, carries 0.51; number 25, O, carries -1.00; number 26, H, carries 0.52; number 27, H, carries 0.50

=====

5.
DFT (ωB97M-V with the def2-TZVPD basis set) results for CdI2N3O9 as an isolated structure.

The geometry in XYZ format:
```
15
Properties=species:S:1:pos:R:3:forces:R:3
Cd -1.217 -2.297 -0.844 -0.226 -0.118 -0.132
N 2.097 2.381 0.680 3.480 4.315 4.981
O 1.680 3.554 0.989 1.093 0.042 -0.006
O 1.388 1.707 0.094 -4.015 -4.872 -4.355
O 3.212 1.962 1.142 -0.383 0.664 -0.625
N -2.633 1.862 -2.576 4.667 7.213 -2.035
O -2.451 2.890 -1.865 -1.228 0.088 0.336
O -2.918 0.846 -2.170 -3.864 -8.750 5.281
O -2.248 1.894 -3.736 0.325 1.272 -3.644
N 1.952 -1.934 2.806 -3.140 2.676 -0.085
O 3.091 -2.211 2.871 4.661 -1.967 0.195
O 1.321 -2.140 1.746 -0.872 -0.841 -0.959
O 1.420 -1.300 3.732 -0.921 -0.208 0.581
I -0.259 -3.816 -4.298 -0.282 0.336 1.033
I -4.434 -3.399 1.428 0.704 0.149 -0.566
```
Positions in Å, forces in eV/Å.

The spin multiplicity is 1. Its net charge is -3. Its relative energy (zero: lowest compared OMol25 entry of this formula, charge and spin) is 133.4 kcal per mole. The orbital gap comes out at 0.0809 Ha.

Listed below, in e, are the natural (NBO) charges computed for each atom: number 1, Cd, carries 1.08; number 2, N, carries 0.72; number 3, O, carries -0.60; number 4, O, carries -0.42; number 5, O, carries -0.59; number 6, N, carries 0.73; number 7, O, carries -0.57; number 8, O, carries -0.50; number 9, O, carries -0.59; number 10, N, carries 0.73; number 11, O, carries -0.49; number 12, O, carries -0.58; number 13, O, carries -0.55; number 14, I, carries -0.67; number 15, I, carries -0.70

=====

6.
DFT (ωB97M-V with the def2-TZVPD basis set) results for Cl2FH2P2 as an isolated structure.

The geometry in XYZ format:
```
7
Properties=species:S:1:pos:R:3:forces:R:3
F 1.886 -2.082 -0.924 -0.014 0.024 1.295
P 0.870 0.211 0.023 0.971 1.429 4.529
P 1.714 -1.614 0.601 -0.135 -0.364 -1.388
Cl 3.929 0.017 0.084 0.134 0.667 -0.124
Cl 5.774 0.734 -0.115 0.173 -0.295 0.079
H -0.172 0.654 0.940 0.930 -0.413 -0.458
H 0.273 -0.086 -1.047 -2.060 -1.049 -3.934
```
Positions in Å, forces in eV/Å.

The spin multiplicity is 1. Its net charge is +1. Its relative energy (zero: lowest compared OMol25 entry of this formula, charge and spin) is 93.5 kcal per mole. The orbital gap comes out at 0.2661 Ha.

Listed below, in e, are the natural (NBO) charges computed for each atom: number 1, F, carries -0.54; number 2, P, carries 0.14; number 3, P, carries 1.17; number 4, Cl, carries -0.04; number 5, Cl, carries 0.11; number 6, H, carries 0.13; number 7, H, carries 0.04

=====

7.
DFT (ωB97M-V with the def2-TZVPD basis set) results for an isolated ion of composition Cl2FHOP and charge +1.

The geometry in XYZ format:
```
6
Properties=species:S:1:pos:R:3:forces:R:3
O -1.204 -0.298 -0.200 2.544 0.411 -0.646
F 0.289 0.245 1.671 0.509 0.102 -2.088
P 0.316 0.243 0.092 -3.758 -2.329 2.405
Cl 0.404 2.128 -0.334 0.578 -0.735 -0.392
Cl 1.513 -1.262 -0.389 -0.141 1.569 -0.069
H -1.319 -1.057 -0.840 0.267 0.983 0.790
```
Positions in Å, forces in eV/Å.

The spin multiplicity is 1. Its net charge is +1. Its relative energy (zero: lowest compared OMol25 entry of this formula, charge and spin) is 7.9 kcal per mole. The orbital gap comes out at 0.4324 Ha.

Listed below, in e, are the natural (NBO) charges computed for each atom: number 1, O, carries -0.93; number 2, F, carries -0.49; number 3, P, carries 1.89; number 4, Cl, carries 0.01; number 5, Cl, carries -0.03; number 6, H, carries 0.56

=====

8.
DFT (ωB97M-V with the def2-TZVPD basis set) results for Cl2FO8Sr2 as an isolated structure.

The geometry in XYZ format:
```
13
Properties=species:S:1:pos:R:3:forces:R:3
Sr -0.404 -2.503 -3.345 0.809 2.142 1.460
Sr -0.853 -1.939 0.883 1.985 3.249 -0.453
F 0.224 -1.214 -1.328 -1.322 -2.741 -1.346
Cl -2.663 1.676 -0.812 0.022 0.078 -0.259
O -1.996 0.369 -0.566 0.604 -1.732 0.608
O -2.260 2.576 0.211 -0.256 -0.073 0.260
O -2.204 2.131 -2.088 -0.128 -0.153 -0.235
O -4.071 1.411 -0.820 0.025 0.218 0.078
Cl 2.876 -0.476 1.571 1.622 0.002 0.971
O 1.517 -1.035 1.326 -2.264 -0.626 -0.400
O 3.755 -1.613 1.537 -0.215 0.259 -0.210
O 3.205 0.482 0.569 -0.522 -0.395 -0.261
O 2.875 0.134 2.862 -0.359 -0.230 -0.214
```
Positions in Å, forces in eV/Å.

The spin multiplicity is 1. Its net charge is +1. Its relative energy (zero: lowest compared OMol25 entry of this formula, charge and spin) is 42.7 kcal per mole. The orbital gap comes out at 0.1532 Ha.

Listed below, in e, are the Mulliken charges computed for each atom: number 1, Sr, carries 1.87; number 2, Sr, carries 1.87; number 3, F, carries -0.80; number 4, Cl, carries 1.62; number 5, O, carries -0.74; number 6, O, carries -0.59; number 7, O, carries -0.62; number 8, O, carries -0.60; number 9, Cl, carries 1.55; number 10, O, carries -0.77; number 11, O, carries -0.62; number 12, O, carries -0.58; number 13, O, carries -0.59

=====

9.
DFT (ωB97M-V with the def2-TZVPD basis set) results for a 2-piece molecular cluster, Cl2H2OSi overall.

The geometry in XYZ format:
```
6
Properties=species:S:1:pos:R:3:forces:R:3
O 0.269 0.250 0.570 -0.139 1.148 0.387
Si 0.352 -1.238 0.701 0.004 2.200 -1.631
Cl -0.559 2.887 -1.604 0.674 1.362 -2.619
Cl 0.565 -2.283 -0.916 0.263 -1.415 -1.430
H -0.857 2.363 -0.561 -0.591 -1.439 2.627
H 0.231 -1.978 1.810 -0.211 -1.856 2.667
```
Positions in Å, forces in eV/Å.

The spin multiplicity is 1. As for the SMILES: O=[SiH]Cl.Cl. Its net charge is 0. Its relative energy (zero: lowest compared OMol25 entry of this formula, charge and spin) is 69.0 kcal per mole. The orbital gap comes out at 0.3983 Ha.

Listed below, in e, are the natural (NBO) charges computed for each atom: number 1, O, carries -1.15; number 2, Si, carries 1.74; number 3, Cl, carries -0.26; number 4, Cl, carries -0.35; number 5, H, carries 0.26; number 6, H, carries -0.24

=====

10.
DFT (ωB97M-V with the def2-TZVPD basis set) results for Cl2H3N2P as an isolated structure.

The geometry in XYZ format:
```
8
Properties=species:S:1:pos:R:3:forces:R:3
N -1.157 1.105 0.410 -0.517 0.101 -0.883
N 0.361 -1.067 0.791 -2.683 4.359 1.318
P -0.270 0.061 -0.265 2.018 0.110 -0.622
Cl -0.738 -0.980 -1.854 -0.219 -0.041 -0.669
Cl 2.103 1.111 -1.298 -2.130 -0.964 0.922
H -1.875 1.718 -0.061 1.492 -1.133 0.619
H 1.161 -1.621 0.725 1.577 -0.570 -0.777
H 0.415 -0.329 1.552 0.462 -1.862 0.092
```
Positions in Å, forces in eV/Å.

The spin multiplicity is 1. Its net charge is 0. Its relative energy (zero: lowest compared OMol25 entry of this formula, charge and spin) is 42.1 kcal per mole. The orbital gap comes out at 0.3145 Ha.

Listed below, in e, are the natural (NBO) charges computed for each atom: number 1, N, carries -1.22; number 2, N, carries -1.12; number 3, P, carries 1.82; number 4, Cl, carries -0.18; number 5, Cl, carries -0.60; number 6, H, carries 0.44; number 7, H, carries 0.44; number 8, H, carries 0.41

=====

| no. | E_tot (eV) | F_max (Eh/bohr) |
| --- | --- | --- |
| 1 | -42748.5462 | 0.0134 |
| 2 | -123323.0609 | 0.0368 |
| 3 | -21551.3946 | 0.0489 |
| 4 | -27799.3781 | 0.0684 |
| 5 | -43648.9709 | 0.2125 |
| 6 | -46361.9115 | 0.0943 |
| 7 | -39109.2137 | 0.0979 |
| 8 | -45791.5633 | 0.0746 |
| 9 | -35003.2900 | 0.0633 |
| 10 | -37362.4484 | 0.1028 |